No. 1
{
  "formula": "C4H4F2O2",
  "method": "ωB97M-V with the def2-TZVPD basis set",
  "species": ["O", "C", "C", "C", "F", "F", "C", "O", "H", "H", "H", "H"],
  "positions_angstrom": [[0.378722, -2.045390, 1.171588], [0.024225, -1.576588, 0.134843], [-0.163561, -0.110002, -0.133986], [-0.388828, 0.814853, 1.056674], [0.783508, 1.091852, 1.672769], [-1.192610, 0.251055, 1.976532], [0.515339, 0.460690, -1.318811], [-0.853402, 0.224896, -1.302375], [-0.197585, -2.183274, -0.762908], [-0.845801, 1.766525, 0.738761], [0.831272, 1.497188, -1.284231], [1.108722, -0.191805, -1.948858]],
  "forces_ev_per_a": [[0.12, -0.04, 0.29], [-0.23, 0.15, -0.57], [0.69, 0.34, 0.94], [-0.11, 0.39, -0.49], [0.35, 0.00, 0.05], [-0.36, -0.25, 0.13], [0.68, -0.02, 0.30], [-1.26, -0.12, -0.54], [0.02, -0.17, -0.05], [0.13, -0.27, -0.04], [-0.03, 0.05, 0.02], [-0.01, -0.06, -0.04]],
  "nbo_charge": [-0.4711, 0.4227, 0.0133, 0.5643, -0.3340, -0.3256, -0.0728, -0.4449, 0.1169, 0.1410, 0.1965, 0.1936],
  "homo_energy_ev": -10.383,
  "total_energy_ev": -13741.007,
  "e_above_lowest_ev": 1.502,
  "gap_ev": 10.961
}



No. 2
{
  "formula": "C4H4F3N",
  "method": "ωB97M-V with the def2-TZVPD basis set",
  "species": ["C", "C", "C", "F", "F", "F", "C", "N", "H", "H", "H", "H"],
  "positions_angstrom": [[-0.318906, 0.004410, -1.543696], [-0.988528, -0.508322, -0.280464], [-2.318036, 0.126814, -0.045338], [-2.886269, -0.266458, 1.096902], [-2.201620, 1.506653, 0.012191], [-3.238012, -0.211166, -0.980879], [-0.148369, -0.943514, 0.953372], [-0.660601, -1.857138, 0.288039], [0.022133, 0.964889, -1.252075], [-1.122550, -0.011835, -2.337170], [0.360344, -0.631047, -1.866656], [0.081244, -0.379932, 1.860443]],
  "forces_ev_per_a": [[-5.05, 1.23, 1.18], [2.25, 0.05, 1.24], [-0.79, -0.21, 0.44], [0.24, 0.14, 0.67], [-0.23, -1.38, -0.39], [0.48, 0.70, -0.31], [-2.59, 3.04, -1.44], [-0.25, -1.36, 0.07], [0.58, 1.07, -0.69], [0.91, 0.64, 0.62], [3.64, -2.74, -1.26], [0.81, -1.18, -0.13]],
  "nbo_charge": [-0.6192, -0.0945, 0.9552, -0.3203, -0.3369, -0.3259, 0.0875, -0.2665, 0.2247, 0.2232, 0.2177, 0.2550],
  "homo_energy_ev": -9.881,
  "total_energy_ev": -13852.926,
  "e_above_lowest_ev": 1.178,
  "gap_ev": 10.324
}